(1)
This record from the Open Molecules 2025 dataset describes the molecule C21H20ClN3O3S in a non-equilibrium geometry. The level of theory is ωB97M-V/def2-TZVPD.

Geometry as ORCA input:
```
! wB97M-V def2-TZVPD RIJCOSX def2/J DEFGRID3
* xyz 0 1
O 0.807 2.068 -0.740
C 0.405 0.924 -0.578
N 0.462 0.002 -1.576
C 0.456 -1.434 -1.395
H 0.137 -1.679 -0.388
C 1.896 -1.959 -1.626
N 2.841 -0.877 -1.439
C 3.016 -0.456 -0.135
N 2.415 -1.189 0.805
C 2.576 -0.862 2.075
C 3.332 0.212 2.501
C 3.986 0.961 1.528
C 3.844 0.626 0.201
H 4.369 1.185 -0.557
H 4.608 1.798 1.810
H 3.417 0.453 3.548
H 2.055 -1.499 2.779
C 2.713 0.097 -2.505
H 3.185 -0.303 -3.408
C 1.210 0.383 -2.758
H 1.048 1.445 -2.942
H 0.826 -0.198 -3.599
H 3.217 1.019 -2.224
H 2.023 -2.333 -2.644
H 2.126 -2.751 -0.916
H -0.241 -1.878 -2.112
C -0.241 0.571 0.694
C -0.195 1.293 1.861
C -1.060 0.647 2.765
C -1.584 -0.427 2.094
C -2.627 -1.394 2.446
H -2.700 -1.542 3.520
H -2.492 -2.345 1.934
S -4.378 -0.843 1.895
O -4.980 -2.061 1.363
C -3.780 0.104 0.458
C -3.487 1.448 0.612
C -2.932 2.143 -0.450
C -2.679 1.500 -1.650
C -3.002 0.158 -1.788
C -3.561 -0.551 -0.738
H -3.817 -1.596 -0.827
Cl -2.681 -0.643 -3.281
H -2.227 2.033 -2.470
H -2.678 3.186 -0.342
H -3.674 1.936 1.556
O -1.080 -0.478 0.843
H -1.269 0.932 3.775
H 0.393 2.172 2.027
*
```

Results
- HOMO level (eV) = -8.06
- orbital gap (eV) = 8.622
- electronic energy (eV) = -56071.385
- ΔE to the lowest compared entry with this formula, charge and spin (kJ/mol) = 268.65
- F_max (eV/A) = 1.7

(2)
This record from the Open Molecules 2025 dataset describes a cluster of 2 separate species, C21H20F4N3 in total in a non-equilibrium geometry. The level of theory is ωB97M-V/def2-TZVPD.

Geometry as ORCA input:
```
! wB97M-V def2-TZVPD RIJCOSX def2/J DEFGRID3
* xyz 1 1
F 1.280 -1.070 -5.517
C 1.829 -0.416 -4.434
C 3.212 -0.453 -4.280
C 3.724 0.229 -3.172
F 5.092 0.300 -3.036
C 2.927 0.842 -2.225
C 1.501 0.792 -2.349
C 0.726 1.199 -1.220
C -0.636 1.605 -1.172
C -1.012 2.556 -0.171
C -2.342 2.878 0.011
F -2.683 3.733 1.040
C -3.368 2.380 -0.792
C -2.983 1.502 -1.802
F -3.955 1.019 -2.649
C -1.673 1.088 -2.000
C 0.977 0.245 -3.560
H 3.853 -0.959 -4.993
H 3.359 1.353 -1.366
H 1.302 1.375 -0.304
H -0.232 3.001 0.448
H -4.405 2.660 -0.643
H -1.464 0.326 -2.742
H -0.078 0.295 -3.791
C -2.422 1.414 3.715
C -1.164 1.100 3.223
N -0.852 -0.150 3.711
C 0.327 -0.956 3.343
C 0.136 -1.638 1.991
C 1.214 -2.688 1.718
C 1.111 -2.919 0.204
C 0.353 -1.702 -0.344
N 0.148 -0.807 0.799
C -1.919 -0.570 4.479
N -2.856 0.369 4.500
H -2.982 2.320 3.536
H -0.487 1.663 2.605
H 1.224 -0.316 3.333
H 0.441 -1.749 4.098
H -0.837 -2.171 2.043
H 2.196 -2.280 1.987
H 1.042 -3.590 2.312
H 2.093 -3.020 -0.263
H 0.531 -3.823 -0.008
H 0.920 -1.190 -1.125
H -0.594 -2.022 -0.813
H -0.681 -0.223 0.694
H -1.895 -1.532 4.982
*
```

Results
- HOMO level (eV) = -11.10
- orbital gap (eV) = 4.269
- electronic energy (eV) = -37432.884
- ΔE to the lowest compared entry with this formula, charge and spin (kJ/mol) = 90.90
- F_max (eV/A) = 1.9

(3)
This record from the Open Molecules 2025 dataset describes the molecule C21H20FN3O3 in a non-equilibrium geometry. The level of theory is ωB97M-V/def2-TZVPD.

Geometry as ORCA input:
```
! wB97M-V def2-TZVPD RIJCOSX def2/J DEFGRID3
* xyz 0 1
C 3.023 2.242 1.855
C 2.192 1.062 2.218
C 0.755 1.081 1.626
C 0.075 -0.151 2.043
C -0.242 -0.553 3.373
C -0.923 0.266 4.173
C -1.283 -0.122 5.448
C -0.962 -1.342 5.989
F -1.369 -1.553 7.237
C -0.130 -2.175 5.223
C 0.180 -1.750 3.895
N 0.082 -1.124 1.161
N 0.404 -0.496 -0.047
C 1.028 -1.177 -1.156
C 0.269 -2.119 -1.913
C 0.819 -2.798 -3.064
C 2.079 -2.385 -3.598
C 2.868 -1.377 -2.842
C 2.284 -0.845 -1.699
C 0.633 0.942 0.124
C -0.576 1.745 -0.372
O -1.745 1.506 0.045
N -0.493 2.733 -1.370
C -1.663 3.440 -1.901
C -1.000 4.550 -2.695
O 0.415 4.456 -2.498
C 0.724 3.358 -1.746
O 1.850 2.984 -1.556
H 3.568 2.271 0.875
H 2.437 3.145 1.977
H 3.852 2.207 2.538
H 2.658 0.137 1.767
H 2.089 0.795 3.340
H 0.295 1.979 2.133
H -1.128 1.287 3.973
H -1.810 0.584 6.108
H 0.171 -3.105 5.775
H 0.815 -2.533 3.311
H -0.771 -2.224 -1.629
H 0.133 -3.516 -3.651
H 2.517 -2.798 -4.494
H 3.840 -0.989 -3.257
H 2.931 -0.125 -1.158
H 1.588 1.304 -0.318
H -2.299 3.851 -1.180
H -2.291 2.884 -2.566
H -1.374 5.553 -2.373
H -1.114 4.298 -3.722
*
```

Results
- HOMO level (eV) = -7.68
- orbital gap (eV) = 8.214
- electronic energy (eV) = -35429.462
- ΔE to the lowest compared entry with this formula, charge and spin (kJ/mol) = 392.71
- F_max (eV/A) = 4.5
- SMILES = CC[C@@H]1C(c2ccc(F)cc2)=NN(c2ccccc2)[C@H]1C(=O)N1CCOC1=O

The highest HOMO level belongs to which entry?
C21H20FN3O3

Which of these has the lowest orbital gap?
C21H20F4N3

Look up the electronic energy of the first one.
-56071.385 eV

Look up the HOMO level of the first one.
-8.06 eV